No. 1
ORCA calculation (ωB97M-V with the def2-TZVPD basis set) on a 8-piece molecular cluster, C4H24O8 overall.

Output
E_tot in eV: -20905.986
ΔE to the lowest compared entry with this formula, charge and spin in kcal per mole: 270.27
E_LUMO in eV: -1.46
Gap between HOMO and LUMO in eV: 4.6
Charge: 0

Each line ends with the natural charge from an NBO analysis.
Positions of all 36 atoms, in Å:
O1 2.6809 3.1013 1.1378  -0.7664
H1 3.0751 3.2180 2.0053  0.5606
H2 1.7381 3.1101 1.3184  0.5590
H3 2.8859 2.2575 0.7285  0.5624
O2 -1.6634 0.0403 -0.8939  -0.7699
H4 -2.2178 -0.7326 -0.7646  0.5732
H5 -1.8257 0.7411 -0.2582  0.5638
H6 -0.7376 -0.2135 -0.9068  0.5708
C1 5.0740 -2.1034 0.7820  -0.6231
C2 3.5396 -2.1902 0.6190  0.0751
C3 2.7398 -2.4861 1.8599  -0.6206
O3 2.9958 -1.1286 -0.1888  -1.0240
H7 5.3551 -3.0091 1.3194  0.1853
H8 5.3685 -1.2654 1.4138  0.1815
H9 5.6072 -2.1820 -0.1654  0.2066
H10 3.3242 -3.0391 -0.0298  0.1148
H11 2.7478 -1.6434 2.5511  0.1823
H12 3.0583 -3.4416 2.2768  0.1911
H13 1.7006 -2.6904 1.6021  0.1944
C4 -2.4589 2.3912 3.4236  -0.2460
O4 -1.7245 3.0145 2.3792  -0.9986
H14 -2.0293 1.4496 3.7656  0.1072
H15 -2.5696 3.0096 4.3144  0.1116
H16 -3.5000 2.2183 3.1510  0.1084
O5 1.7226 -2.2500 -4.9339  -0.9420
H17 1.8770 -1.4874 -5.4915  0.4633
H18 2.1042 -2.0109 -4.0893  0.4788
O6 -3.1932 4.0518 -3.6256  -0.9391
H19 -2.2636 3.8236 -3.6314  0.4670
H20 -3.3225 4.5520 -4.4314  0.4723
O7 -6.2676 2.1235 -1.7930  -0.9393
H21 -5.6235 2.7418 -2.1383  0.4756
H22 -6.6233 1.6895 -2.5685  0.4636
O8 -3.6477 -3.5811 0.2986  -0.9534
H23 -4.4561 -3.9251 -0.0812  0.4746
H24 -3.4704 -4.1538 1.0448  0.4793



No. 2
ORCA calculation (ωB97M-V with the def2-TZVPD basis set) on a 8-piece molecular cluster, C4H25N2O7 overall.

Output
E_tot in eV: -21860.900
ΔE to the lowest compared entry with this formula, charge and spin in kcal per mole: 47.68
E_LUMO in eV: -2.58
Gap between HOMO and LUMO in eV: 10.7
Charge: +1

Each line ends with the natural charge from an NBO analysis.
Positions of all 38 atoms, in Å:
C1 0.4819 2.1616 -1.0620  -0.6401
C2 0.5777 1.0623 -2.1365  -0.4162
C3 1.4549 -0.1042 -1.5911  -0.2030
N1 0.7438 -0.7837 -0.4897  -0.5193
C4 0.9729 -2.0555 -0.3469  0.4469
N2 0.5470 -2.7949 0.6717  -0.7487
H1 1.2601 2.2441 -0.2931  0.2045
H2 0.6139 3.1299 -1.5962  0.2311
H3 -0.4739 2.0854 -0.6025  0.2056
H4 -0.4709 0.8075 -2.3038  0.2221
H5 0.9557 1.5626 -3.0004  0.2308
H6 1.8777 -0.7775 -2.3362  0.2326
H7 2.3392 0.3445 -1.1019  0.1828
H8 0.1829 -0.2625 0.1653  0.4573
H9 1.6689 -2.6121 -0.9345  0.2266
H10 0.5089 -3.7896 0.7917  0.4334
H11 0.1640 -2.3262 1.4822  0.4058
H12 -2.5954 0.3461 0.8997  0.5014
H13 -2.4725 1.1519 -0.2400  0.5065
O1 -2.2205 0.2491 0.0085  -0.9941
H14 -3.2119 3.1909 1.2373  0.4843
H15 -1.9301 2.6791 1.6772  0.5004
O2 -2.7730 2.3282 1.3094  -0.9852
H16 -1.3192 -2.9749 -1.6945  0.5068
H17 -0.5908 -3.9584 -2.5519  0.4819
O3 -0.3862 -3.1752 -2.0144  -1.0055
H18 1.9908 0.5533 2.0635  0.4921
H19 0.5945 0.2838 2.3954  0.4865
O4 1.3480 -0.1664 1.9450  -0.9902
H20 3.6414 2.7849 2.0031  0.4953
H21 3.5237 1.7108 1.0142  0.4816
O5 2.9461 2.2736 1.5519  -0.9641
H22 -0.0328 2.1358 3.3303  0.4980
H23 0.4690 2.4166 1.8519  0.5049
O6 -0.2516 2.0745 2.3947  -0.9775
H24 -3.4003 -1.7488 -1.8443  0.4952
H25 -2.3006 -1.4318 -0.7622  0.5075
O7 -2.7164 -2.1324 -1.2950  -0.9781



No. 3
ORCA calculation (ωB97M-V with the def2-TZVPD basis set) on a 7-piece molecular cluster, C4H25N3O6 overall.

Output
E_tot in eV: -21298.008
2S+1: 2
E_LUMO (alpha / beta) in eV: -2.98 / -9.01
Gap between HOMO and LUMO (alpha / beta) in eV: 10.8 / 4.7
Charge: +1

Each line ends with the Löwdin spin population.
Positions of all 38 atoms, in Å:
C1 -0.3159 0.8185 1.0069  0.0751
N1 -0.8887 -0.2972 1.8300  0.5185
C2 -2.3467 -0.4591 1.5447  0.0428
N2 -2.6369 -0.6445 0.0773  0.2189
C3 1.2505 0.7255 0.8347  0.0053
C4 1.8014 -0.6797 1.2899  0.0035
N3 1.6095 1.0512 -0.6025  0.0054
H1 -0.4821 1.7539 1.6180  0.0143
H2 -0.7275 0.7678 -0.0290  0.0395
H3 -0.3696 -1.1144 1.4641  0.0095
H4 -2.8544 0.5068 1.7730  -0.0006
H5 -2.8499 -1.2566 2.1454  0.0164
H6 -2.0548 -1.4004 -0.2906  0.0043
H7 -3.5928 -0.9921 0.0299  0.0033
H8 1.7175 1.4823 1.6055  0.0046
H9 2.7958 -1.0118 0.8942  0.0000
H10 1.8280 -0.9253 2.3962  0.0008
H11 1.0556 -1.3601 0.9059  0.0014
H12 0.9159 0.6381 -1.2041  0.0007
H13 2.5529 0.8544 -0.7642  0.0005
H14 1.4762 2.7892 -0.9301  0.0000
H15 0.4318 3.8286 -0.6991  0.0000
O1 0.8751 3.4739 -1.4567  0.0001
H16 1.3279 0.1835 -4.3176  0.0000
H17 0.1242 0.8245 -3.4004  0.0000
O2 0.7253 0.0786 -3.5234  0.0001
H18 -1.2779 1.8912 -2.9407  0.0000
H19 -0.0161 2.6720 -2.5363  0.0000
O3 -0.5492 2.3478 -3.3255  -0.0001
H20 -0.5045 -4.3923 0.6122  0.0000
H21 -1.3002 -3.2801 0.0683  -0.0004
O4 -1.0619 -3.6582 0.9055  -0.0005
H22 0.9070 -0.8995 -1.1579  0.0002
H23 -0.0563 -1.4959 -2.1685  0.0000
O5 0.5616 -1.7862 -1.4565  -0.0004
H24 0.9142 -1.5309 3.7146  0.0002
H25 0.1338 -0.1310 3.7910  0.0025
O6 0.8219 -0.6559 4.1352  0.0344



No. 4
ORCA calculation (ωB97M-V with the def2-TZVPD basis set) on a 8-piece molecular cluster, C4H25NO7S overall.

Output
E_tot in eV: -31209.995
ΔE to the lowest compared entry with this formula, charge and spin in kcal per mole: 31.81
E_LUMO in eV: 0.41
Structure (SMILES): NCCCCS.O.O.O.O.O.O.O
Gap between HOMO and LUMO in eV: 9.2
Charge: 0

Each line ends with the natural charge from an NBO analysis.
Positions of all 38 atoms, in Å:
N1 1.1907 -1.9057 1.3503  -0.9047
C1 2.3168 -0.9089 0.8969  -0.2249
C2 1.6743 0.5179 0.7978  -0.4123
C3 2.3912 1.3982 -0.2461  -0.4255
C4 1.5021 2.0497 -1.2909  -0.5248
S1 0.1665 3.1961 -0.7168  -0.1013
H1 1.5897 -2.5841 2.0876  0.3836
H2 0.7386 -2.3743 0.6308  0.3747
H3 3.0584 -0.9359 1.8209  0.2006
H4 2.8569 -1.2865 0.0008  0.1967
H5 0.6494 0.3079 0.4415  0.1784
H6 1.6758 1.1331 1.7464  0.2246
H7 3.2897 0.9276 -0.7207  0.2122
H8 2.7178 2.2415 0.2612  0.2001
H9 0.9331 1.2649 -1.9275  0.2809
H10 2.2401 2.6542 -1.9153  0.2182
H11 -0.9368 2.4813 -0.8840  0.1395
O1 1.2021 -0.8576 -2.5272  -0.9483
H12 1.1935 -1.5808 -3.1884  0.4818
H13 1.1606 -1.3015 -1.6534  0.4780
O2 -0.5594 -2.9293 -1.4039  -0.9923
H14 -1.3260 -2.6795 -0.9806  0.4879
H15 -0.9126 -3.5546 -2.0978  0.4759
O3 -1.8558 1.6174 2.9987  -0.9304
H16 -1.1389 2.3214 2.8644  0.4857
H17 -2.3543 1.7331 2.2768  0.4736
O4 -2.6655 -1.8388 -0.5435  -0.9621
H18 -2.2773 -1.1936 -0.0503  0.4999
H19 -3.4919 -2.0374 -0.1366  0.4798
O5 -3.4794 1.9477 0.4879  -0.9556
H20 -3.4013 2.4640 -0.2882  0.4786
H21 -2.8354 1.2328 0.3899  0.4820
O6 -1.2872 -0.4617 1.2744  -1.0434
H22 -0.4479 -0.8943 1.3966  0.5058
H23 -1.4689 0.1181 2.0706  0.5136
O7 -0.8989 0.2290 -1.1966  -0.9956
H24 -0.7044 -0.5888 -1.7215  0.5002
H25 -0.5053 0.0772 -0.3039  0.4692



No. 5
ORCA calculation (ωB97M-V with the def2-TZVPD basis set) on a 8-piece molecular cluster, C4H25NO7S overall.

Output
E_tot in eV: -31211.374
ΔE to the lowest compared entry with this formula, charge and spin in kcal per mole: 0.00
E_LUMO in eV: 0.40
Structure (SMILES): NCCCCS.O.O.O.O.O.O.O
Gap between HOMO and LUMO in eV: 9.3
Charge: 0

Each line ends with the natural charge from an NBO analysis.
Positions of all 38 atoms, in Å:
N1 1.9661 -0.8668 2.2443  -0.8944
C1 1.3903 -2.0528 1.7476  -0.2031
C2 0.5569 -1.8496 0.4303  -0.4105
C3 -0.3189 -3.0301 0.0116  -0.4279
C4 -1.6168 -2.5699 -0.6615  -0.4986
S1 -1.3946 -1.5056 -2.1510  -0.0695
H1 2.9101 -0.9585 2.6047  0.3763
H2 1.4672 -0.1817 2.8055  0.4060
H3 2.0889 -2.8430 1.4087  0.1905
H4 0.6217 -2.5367 2.3693  0.1538
H5 -0.1846 -1.0957 0.7426  0.1768
H6 1.2565 -1.4459 -0.3251  0.2109
H7 -0.5482 -3.6031 0.9741  0.2061
H8 0.3243 -3.6308 -0.6548  0.2141
H9 -2.2902 -1.9805 -0.0272  0.1775
H10 -2.3140 -3.3846 -0.8488  0.2304
H11 -0.6161 -0.6156 -1.4597  0.1577
O1 -2.7045 0.3404 1.5986  -0.9610
H12 -2.7268 -0.5099 1.1680  0.4887
H13 -1.9881 0.5214 2.2071  0.5042
O2 0.3210 1.6107 2.9800  -0.9914
H14 0.4567 2.3496 2.3737  0.5101
H15 0.3208 1.9765 3.8645  0.4801
O3 2.0680 -0.4310 -2.7112  -0.9626
H16 2.3359 -1.3535 -2.7547  0.4764
H17 1.5157 -0.2106 -3.4646  0.4905
O4 0.8155 3.6659 0.9483  -0.9770
H18 0.4414 4.1509 0.1865  0.4806
H19 1.6590 3.3262 0.6121  0.5065
O5 -0.1898 2.5639 -2.5666  -0.9480
H20 -1.1363 2.5257 -2.4265  0.4910
H21 0.1862 3.0765 -1.8575  0.4576
O6 1.7756 1.3481 0.1172  -0.9909
H22 1.4331 0.7908 0.8101  0.4877
H23 1.9618 0.7269 -0.5936  0.4975
O7 -1.5620 1.9080 -0.2517  -1.0063
H24 -2.0887 1.4216 0.4024  0.4918
H25 -0.6778 2.0565 0.1175  0.4783



No. 6
ORCA calculation (ωB97M-V with the def2-TZVPD basis set) on a 8-piece molecular cluster, C4H25NO8 overall.

Output
E_tot in eV: -22413.561
2S+1: 2
ΔE to the lowest compared entry with this formula, charge and spin in kcal per mole: 47.22
E_LUMO (alpha / beta) in eV: -3.35 / -9.50
Gap between HOMO and LUMO (alpha / beta) in eV: 8.5 / 2.4
Charge: +1

Each line ends with the Löwdin spin population.
Positions of all 38 atoms, in Å:
C1 0.7655 -1.4760 4.6998  0.0087
C2 -0.0678 -1.0734 3.5436  0.0952
C3 0.4435 -1.7455 2.2326  0.1213
O1 -0.3854 -1.3945 1.1235  0.0406
C4 -0.2840 -2.1706 -0.1199  0.0052
N1 -1.4123 -1.6088 3.8260  0.6407
H1 0.8104 -2.5592 4.8122  0.0005
H2 0.3008 -1.1169 5.6182  0.0023
H3 1.7596 -1.0292 4.6887  -0.0001
H4 -0.0644 0.0043 3.3803  0.0075
H5 0.3922 -2.8332 2.2820  -0.0003
H6 1.4463 -1.4122 1.9653  0.0305
H7 0.7234 -1.9887 -0.4943  0.0012
H8 -0.9918 -1.7547 -0.8369  0.0000
H9 -0.5884 -3.2113 -0.0086  0.0005
H10 -1.2658 -2.6005 3.9490  0.0204
H11 -2.0326 -1.5878 3.0292  0.0254
O2 2.2074 3.2486 -3.3572  0.0000
H12 1.3893 3.7065 -3.5501  0.0000
H13 2.8555 3.6657 -3.9248  0.0000
O3 -0.7836 1.1982 0.1744  0.0001
H14 -0.7894 1.8641 0.8620  0.0000
H15 -1.0098 0.3851 0.6259  0.0000
O4 -2.7547 -0.7503 -2.8459  0.0000
H16 -2.3638 0.0501 -2.4956  0.0000
H17 -3.1781 -0.4748 -3.6589  0.0000
O5 3.0172 3.4945 -0.8101  0.0000
H18 2.9853 4.4483 -0.7368  0.0000
H19 2.6728 3.3093 -1.6838  0.0000
O6 0.1409 -0.4959 -4.3716  0.0000
H20 0.1015 -1.4507 -4.4255  0.0000
H21 0.5934 -0.3205 -3.5465  0.0000
O7 0.6276 0.4482 -1.9615  0.0001
H22 0.2474 0.3532 -1.0882  0.0000
H23 1.1040 1.2777 -1.9269  0.0000
O8 -2.2085 1.7185 -2.0177  0.0000
H24 -2.8080 2.3632 -1.6418  0.0000
H25 -1.5958 1.5192 -1.3098  0.0000



Maximum force / eV/Å: 3.3, 2.7, 5.0, 6.2, 3.3, 3.8